Entry 1:
The following is a DFT calculation (ωB97M-V with the def2-TZVPD basis set) of a molecular structure, C31H42AlBr4CaCl2FN4O11PS2 in a non-equilibrium geometry.

The geometry in XYZ format:
```
100
Properties=species:S:1:pos:R:3
O 6.144 5.129 -4.543
O 1.248 -7.399 8.974
C -2.954 2.180 3.151
C 4.668 0.722 2.502
Br 3.535 -0.436 -2.051
C -0.710 2.070 -3.808
H -3.971 2.292 3.634
O -5.221 6.846 -6.371
H -5.238 1.883 1.435
C -4.498 1.574 -2.742
H -2.976 2.182 -5.443
S 0.000 -7.933 9.596
H -1.341 -6.004 9.196
H -0.406 -5.836 10.701
Br 0.950 -3.639 3.896
Cl -2.569 -1.772 -6.973
H -1.068 6.109 -0.867
Br -0.387 -3.235 1.010
N -5.829 7.176 -7.434
S -5.888 0.197 -0.719
C -4.312 2.479 1.226
H -1.868 -6.867 10.660
H -0.496 -8.756 11.793
C -1.531 -1.701 -5.543
C 3.092 -2.027 1.393
O -1.513 6.834 -1.320
C 2.885 3.489 -2.865
N -3.384 2.810 -4.674
H 6.453 2.543 -7.427
H 0.542 -5.976 6.339
C 6.153 1.897 -5.384
C 0.415 -8.470 11.266
C 4.048 1.575 1.308
H 4.798 2.020 -7.067
H -1.681 -2.598 -4.947
H 1.077 -9.333 11.195
H -4.226 2.816 0.155
H 3.879 0.404 3.230
O -7.037 7.376 -7.398
H 3.679 4.200 -3.231
C -2.948 0.354 -1.009
C -1.933 1.594 -2.981
F 7.091 0.954 -5.619
H -4.399 2.906 -4.893
H 2.400 -1.481 -0.653
C -0.260 0.436 -1.309
H 5.505 1.296 2.992
H -0.493 -1.636 -5.861
H 5.167 -0.183 2.035
C 3.122 -1.013 0.107
H 3.854 2.615 1.687
H -5.614 -0.053 0.608
H 4.187 -0.988 -0.374
O 6.755 2.966 -4.693
O -5.199 7.287 -8.488
H 0.468 -7.579 5.580
H -0.649 -5.079 2.660
C 2.085 1.695 -1.040
C 1.594 3.265 -3.578
C 0.822 1.470 -1.773
O -0.745 2.288 -5.036
O -3.603 -0.340 2.562
C -1.002 -6.519 10.095
C -4.341 0.732 -1.521
C -3.256 1.990 -3.452
Ca -2.753 4.845 -4.732
C 6.096 4.081 -5.102
H -3.740 -1.246 0.218
Al -2.846 1.582 -7.069
H 0.923 -7.665 11.798
H 4.172 -2.269 1.613
H -0.534 -7.222 6.999
H 5.360 1.486 -4.772
C -1.206 -6.335 5.192
Cl -1.921 -0.277 -4.556
C -1.724 0.772 -1.726
O 0.108 -0.553 -0.701
H -1.959 -1.113 0.415
H 1.379 3.816 -4.531
C -3.204 0.336 1.621
P 2.488 0.775 0.576
H -1.507 7.551 -0.674
H -5.513 1.870 -3.101
C 0.618 2.281 -3.042
N -2.052 -5.963 4.493
H 4.094 2.888 -1.082
C -0.114 -6.808 6.084
H -4.405 3.426 1.835
Br 1.470 -5.786 1.574
H 2.465 -2.935 1.213
H 4.876 1.666 0.534
C -2.887 -0.503 0.292
N -3.066 1.781 1.699
O 5.366 3.846 -6.231
C 5.678 2.517 -6.659
C 3.108 2.702 -1.590
C 0.223 -4.516 2.332
H -2.346 1.454 3.748
H 2.687 -1.409 2.245
H -2.412 3.166 3.155
```

The value obtained for the HOMO-LUMO gap is 0.0415 Ha. As for the net charge: +3. As for the lowest unoccupied orbital energy: -11.6271 eV.

Atom charges from the Mulliken analysis, given in e for atoms 1 to 4:
1. O -0.492
2. O -0.589
3. C -0.931
4. C -1.130

Entry 2:
The following is a DFT calculation (ωB97M-V with the def2-TZVPD basis set) of a molecular structure, C31H42AlBr4ClF6N4O9P in a non-equilibrium geometry.

The geometry in XYZ format:
```
99
Properties=species:S:1:pos:R:3
O -2.222 -3.751 0.026
C 0.451 -6.067 -1.175
C 5.204 0.956 1.744
H -4.696 -7.545 1.605
O 0.412 -3.795 -0.553
H -9.178 0.328 4.348
F 4.935 1.429 2.997
C 2.156 6.280 1.214
H 2.840 -2.160 0.291
H 1.445 6.291 -0.895
F 5.943 -0.257 1.953
C 6.069 2.076 1.027
O 0.310 -8.323 -1.773
H -3.439 -6.045 -0.395
H 5.967 -2.205 0.175
Br -8.072 1.162 2.279
H 1.539 3.681 3.463
C 1.481 5.730 0.062
O -7.528 2.000 0.183
C -1.725 2.415 -1.350
H 2.639 -1.348 -2.160
O -7.088 0.545 -1.357
C 0.830 4.433 0.137
H -0.068 0.876 -4.321
F 7.339 1.742 0.839
H 2.920 -4.431 1.162
C 1.960 -0.524 -1.831
H -0.091 -0.789 -3.510
H -6.418 3.683 0.772
Br -8.908 -1.818 3.136
H 0.565 1.773 2.451
H 5.079 -2.731 -1.270
H -1.506 -0.928 0.722
H 5.769 0.008 -0.758
H -5.484 0.420 -2.673
H 2.675 0.251 -3.734
H -2.709 -0.634 -0.564
C -1.659 -4.889 -0.422
C -1.735 -7.228 -1.086
O 3.474 -4.621 -0.816
C 3.914 0.786 0.937
O -5.358 1.449 -0.220
C 3.769 -4.131 0.498
C 0.536 -0.004 -3.994
H -1.137 3.083 -2.015
C 3.851 -2.556 0.555
C -0.261 -7.188 -1.352
C -7.055 2.914 1.211
H -7.916 3.396 1.650
N 2.701 1.320 1.287
C 2.888 7.650 1.129
C -6.157 -0.229 -2.112
C 0.190 2.249 1.515
C 5.008 -2.044 -0.384
C 2.146 5.514 2.456
C -2.377 -6.003 -0.600
H 0.930 -0.458 -4.942
H 2.674 5.908 3.352
C 0.815 3.658 1.342
H -2.194 2.932 -0.479
H -0.413 -8.979 -1.820
H 4.704 -4.554 0.929
Cl 1.739 2.190 -2.713
C -2.057 -0.114 0.181
P -0.784 0.931 -0.733
F 5.438 2.477 -0.189
C -8.361 -0.067 3.754
C 4.809 -0.558 -0.864
C 1.785 0.962 0.336
C 1.487 4.236 2.500
H 4.628 -0.596 -1.971
O -2.345 -8.258 -1.277
F -8.514 3.710 -0.300
H 3.302 7.757 0.092
Al 4.474 4.378 -0.743
F 6.074 3.193 1.803
H 0.979 -1.027 -1.633
N 0.517 1.348 0.366
C -0.197 -4.845 -0.712
H -2.662 0.478 0.907
Br 7.380 -1.914 1.767
Br -6.814 -0.162 4.910
H -1.495 -3.103 0.065
H 0.355 4.051 -0.785
N 2.383 0.165 -0.624
H 2.240 8.517 1.377
H -2.560 2.006 -1.979
C -6.533 1.337 -0.448
O -4.312 -6.733 1.256
H 3.205 -3.847 -1.332
H 1.515 -6.022 -1.365
N 3.664 0.119 -0.218
H -5.594 -0.897 -1.459
H -6.518 2.361 2.005
H -6.727 -0.831 -2.816
C 1.766 0.413 -3.100
H 4.128 -2.317 1.617
H 3.785 7.591 1.798
H -0.918 2.364 1.640
```

The value obtained for the HOMO-LUMO gap is 0.0382 Ha. As for the net charge: +1. As for the lowest unoccupied orbital energy: -8.1459 eV.

Atom charges from the Mulliken analysis, given in e for atoms 1 to 4:
1. O -0.543
2. C -1.119
3. C 0.665
4. H 0.285

Entry 3:
The following is a DFT calculation (ωB97M-V with the def2-TZVPD basis set) of a molecular structure, C31H42BIrN7O8 in a non-equilibrium geometry.

The geometry in XYZ format:
```
90
Properties=species:S:1:pos:R:3
C 0.897 3.989 -0.251
H 3.632 -3.135 1.203
H 3.622 3.430 0.555
H -4.815 -2.388 7.030
O 1.583 0.406 -1.094
Ir -0.124 0.146 -0.169
N -5.449 -1.088 4.565
H -3.404 -4.562 2.729
N -4.938 -2.068 2.719
N -3.811 1.710 -1.319
H -2.521 -0.029 -3.598
C 0.904 4.735 2.212
H -0.930 -2.842 -0.963
C 2.760 -2.376 -4.795
H 2.551 4.603 -1.495
C -1.726 -2.425 -0.371
C 2.437 -0.553 -1.517
C 2.573 -3.243 0.979
C -4.790 -2.270 4.874
H 3.456 4.078 2.184
H -5.795 2.319 -1.170
H 4.115 -1.515 -3.364
O 3.434 -0.875 -0.929
H -3.515 -4.511 7.022
N -1.599 -1.218 0.299
C 1.592 3.883 1.159
C -4.484 -2.848 6.109
H -4.015 0.495 1.811
H -0.335 5.197 -1.503
C -2.872 0.876 -1.726
C 2.066 -1.227 -2.806
N 1.074 -3.370 -6.305
C -2.725 -0.995 0.972
H -5.610 0.691 -1.806
H -2.929 -1.155 -2.311
H 3.275 5.157 0.796
C 1.892 -1.928 1.071
H 1.033 5.791 1.981
C 0.729 -1.429 -3.144
O -0.025 2.825 -0.239
O 1.364 2.465 1.525
C 3.079 4.150 1.165
C 0.406 -2.128 -4.292
O -0.103 -3.624 -6.466
B 0.427 1.992 0.722
H -3.909 3.729 -0.779
C 2.366 -0.955 2.082
C -5.192 1.693 -1.820
C -3.782 -4.030 6.091
H -5.251 2.091 -2.833
C 1.431 -2.598 -5.090
H 1.352 4.534 3.184
C -3.408 -4.646 4.880
C -3.487 2.803 -0.394
N -3.569 -2.015 0.748
C -2.982 0.158 1.872
H 2.430 2.842 -1.264
H 2.434 -3.685 -0.005
C 1.865 3.763 -1.403
C -4.436 -2.898 3.683
O 1.979 -3.695 -7.037
H -0.618 -2.314 -4.583
C -3.175 -0.183 -2.738
H 2.492 -1.443 3.049
H -0.060 -1.029 -2.517
C -4.925 -2.167 1.305
O -1.694 0.976 -1.273
H 0.717 6.120 -0.426
H -3.438 -3.825 -0.420
H -4.201 -0.190 -3.085
H -2.793 -0.124 2.910
H 1.700 -0.096 2.156
C -3.715 -4.095 3.655
H 2.134 -3.912 1.727
H 1.293 3.674 -2.326
H -0.161 4.506 2.273
N -5.531 -0.977 3.306
H 3.527 -2.745 -5.460
H -5.305 -3.132 0.970
O 0.941 -1.691 0.300
H -5.580 -1.381 0.934
C -2.948 -2.925 -0.088
H -3.921 2.607 0.586
H 3.353 -0.614 1.757
C 0.081 5.238 -0.497
H -2.867 -5.583 4.912
H -2.308 0.975 1.618
C 3.082 -1.691 -3.632
H -2.410 2.901 -0.308
H -0.743 5.332 0.208
```

The value obtained for the HOMO-LUMO gap (spin up / spin down) is 0.2439 / 0.1912 Ha. The spin multiplicity is 2. As for the net charge: +2. The expectation value of S² is 0.755. As for the lowest unoccupied orbital energy (spin up / spin down): -6.9697 / -8.4040 eV.

Atom charges from the Mulliken analysis, given in e for atoms 1 to 4:
1. C 1.490
2. H 0.407
3. H 0.329
4. H 0.451

Entry 4:
The following is a DFT calculation (ωB97M-V with the def2-TZVPD basis set) of a molecular structure, C31H42MoN5O5STe in a non-equilibrium geometry.

The geometry in XYZ format:
```
86
Properties=species:S:1:pos:R:3
H 0.313 6.509 1.096
C 3.990 2.497 1.392
O -0.093 4.114 0.100
C -1.829 8.385 -0.261
C 1.916 2.117 2.487
H 3.535 -2.971 1.111
H -1.345 -4.067 -5.621
H -0.986 8.543 -2.258
H -2.247 -3.504 1.515
O 0.378 1.614 -2.282
O -2.224 4.864 0.262
H -1.659 7.601 1.693
H -1.967 7.099 -1.994
H -1.238 9.240 0.064
H 5.731 2.645 2.586
H -1.513 1.488 -2.723
H 1.933 -0.758 -2.854
H 2.234 -3.626 -2.282
C -2.454 -2.962 -2.747
C -0.473 6.456 0.348
H -4.229 2.451 0.058
C 0.151 -3.345 -1.840
H 0.811 7.702 -0.875
C 1.260 -6.008 2.930
H 1.665 -4.528 -0.877
C -0.995 4.997 0.238
C -0.275 -3.884 -3.047
H -2.533 -5.167 2.022
C -2.080 -2.416 -1.525
H 1.931 -2.792 -0.754
H -0.778 -6.607 2.651
H 2.721 -7.312 3.826
H -2.419 6.535 0.620
N 2.654 2.306 1.369
N -2.493 1.511 -2.464
O -1.896 2.086 -0.351
H -2.008 -4.834 0.371
H 3.192 -5.096 3.075
H 2.607 -0.528 -1.226
O 2.046 2.306 0.171
H -2.695 -0.813 -0.205
C -1.574 -3.715 -3.514
H 4.456 2.636 0.428
H -3.466 -2.808 -3.104
H -3.026 -4.099 -5.061
H -4.837 1.959 -1.491
H 0.429 -4.459 -3.639
C 1.650 -7.274 3.635
H -1.936 -5.443 -4.709
C 4.661 2.504 2.580
H -3.189 1.421 -3.184
C -2.790 1.903 -1.226
C -0.772 -2.619 -1.074
H 3.466 -2.645 2.837
C 1.807 -3.793 2.103
C 2.861 -2.727 1.935
H 4.458 2.335 4.719
Mo 0.123 2.063 -0.110
C 2.132 -0.027 -2.067
C 1.576 -3.581 -1.414
C 0.834 0.588 -1.648
H 2.782 0.745 -2.472
N 0.143 0.201 -0.581
H -2.874 8.675 -0.332
H 1.133 -7.342 4.594
H 0.296 6.225 -1.685
H 1.992 2.000 4.612
C -2.001 -4.358 -4.801
H -3.944 -1.366 -1.329
H 1.369 -8.151 3.053
C -0.046 -5.824 2.486
N -1.666 7.279 0.729
S 0.220 1.871 2.317
Te -0.191 -1.777 0.786
C -3.113 -1.689 -0.703
C -0.026 7.018 -1.013
H 2.415 -1.749 1.735
H -3.521 -2.351 0.063
C 3.943 2.324 3.768
N -4.062 2.104 -0.870
C -1.252 7.780 -1.532
C 2.582 2.135 3.717
C -0.454 -4.659 1.854
C 0.492 -3.643 1.663
C -1.891 -4.531 1.415
C 2.170 -4.980 2.731
```

The value obtained for the HOMO-LUMO gap (spin up / spin down) is 0.2633 / 0.2333 Ha. The spin multiplicity is 4. As for the net charge: +2. The expectation value of S² is 3.779. As for the lowest unoccupied orbital energy (spin up / spin down): -5.2836 / -6.4935 eV.

Atom charges from the Mulliken analysis, given in e for atoms 1 to 4:
1. H 0.433
2. C -0.330
3. O -0.597
4. C -0.607

Entry 5:
The following is a DFT calculation (ωB97M-V with the def2-TZVPD basis set) of a molecular structure, C31H42N3PY in a non-equilibrium geometry.

The geometry in XYZ format:
```
78
Properties=species:S:1:pos:R:3
C 1.338 1.090 2.892
H 2.387 1.729 -5.063
C 1.459 1.483 -4.537
H -0.663 3.072 2.768
H -1.675 2.672 -3.958
H 2.408 -1.628 -4.128
H -2.891 0.123 4.045
H 1.794 1.806 4.847
C 1.496 2.285 -0.675
H 0.981 0.240 4.827
C 0.046 -3.391 1.329
H 0.456 2.219 -1.043
H -2.876 2.688 0.526
H 2.125 1.802 -1.429
N 0.563 -2.868 -0.992
C -0.720 -1.969 3.076
H -2.601 -0.543 -2.972
H -0.616 -0.999 3.593
C -3.672 -0.924 1.353
N 0.153 -1.272 -2.420
C 0.419 3.567 -5.488
C 0.210 -0.025 -3.118
H 3.086 -0.638 -2.811
H -2.183 0.357 -1.497
H 4.239 -0.609 0.530
H 0.061 1.723 4.496
H 2.070 -1.718 3.453
C 3.301 -0.327 0.030
C 0.411 -2.439 -3.137
H -3.182 -1.842 1.714
C 1.398 0.284 -3.819
H 1.335 3.558 -6.084
C 0.727 -3.402 -2.278
C 0.125 -1.524 -1.057
C 1.673 1.634 0.655
C 2.439 0.458 0.950
N -0.023 -2.132 1.901
C -0.697 -4.451 1.901
H 2.822 -1.270 -0.284
H 1.270 -4.581 -0.025
C 0.762 -3.629 0.127
H -2.520 1.847 3.704
C 0.153 3.241 2.049
H 1.750 3.354 -0.629
H -0.672 -5.406 1.370
H 0.402 4.486 -4.890
H 3.489 -1.594 2.393
C -0.911 0.815 -3.198
C 2.194 0.105 2.317
H -4.617 -0.778 1.902
C -0.804 2.011 -3.923
H -4.170 1.201 3.380
H -2.958 1.198 -2.850
C -1.496 -2.982 3.643
H 0.442 -2.447 -4.210
C 2.825 -1.023 3.055
H 3.354 -0.176 -4.486
H 0.756 4.078 2.438
C -2.223 0.422 -2.597
C -3.093 0.967 3.369
H 3.418 -0.656 3.909
H -2.102 -5.028 3.409
H 1.100 -4.398 -2.423
Y -0.021 -0.126 0.958
C 0.359 2.340 -4.625
C -3.533 1.823 0.710
H -2.064 -2.791 4.565
C 0.999 2.032 1.869
C -1.480 -4.231 3.020
H 3.540 0.246 -0.873
H -3.880 -1.025 0.277
H -3.879 1.411 -0.249
H -4.395 2.138 1.315
C 2.609 -0.600 -3.801
P -2.617 0.546 1.644
H -0.293 3.570 1.100
H -0.434 3.603 -6.176
C 1.018 1.218 4.336
```

The value obtained for the HOMO-LUMO gap (spin up / spin down) is 0.1148 / 0.1085 Ha. As for the net charge: -1. As for the lowest unoccupied orbital energy (spin up / spin down): 2.5708 / 2.5180 eV.

Atom charges from the Mulliken analysis, given in e for atoms 1 to 4:
1. C 0.850
2. H 0.237
3. C -1.120
4. H 0.305

Among the records above, which one has the highest net charge? C31H42AlBr4CaCl2FN4O11PS2